Here is one molecule with the formula C8H12 from the Open Molecules 2025 dataset. Energies are from ωB97M-V/def2-TZVPD.

* relative energy (zero: lowest compared OMol25 entry of this formula, charge and spin): 82.3 kJ/mol
* orbital gap: 9.53 eV
* max |F|: 0.018 Eh/bohr
* SMILES: C=C/C(=C\C)C(=C)C
* LUMO level: 1.0195 eV

Last columns: bonded neighbours and bond lengths (Å).
Cartesian coordinates (Å):
1 C -0.364 0.867 -0.812  C6 1.491, C7 1.508, C8 1.325
2 C -1.244 -1.901 -0.625  C3 1.336, H15 1.081, H18 1.085
3 C -0.222 -1.480 0.126  C2 1.336, C6 1.471, H11 1.082
4 C 1.934 -0.536 1.961  C5 1.504, H9 1.089, H12 1.094, H19 1.088
5 C 1.205 0.338 0.978  C4 1.504, C6 1.333, H14 1.083
6 C 0.293 -0.102 0.110  C1 1.491, C3 1.471, C5 1.333
7 C -1.451 1.736 -0.231  C1 1.508, H10 1.087, H16 1.095, H20 1.093
8 C -0.044 0.933 -2.096  C1 1.325, H13 1.085, H17 1.085
9 H 1.239 -1.156 2.527  C4 1.089
10 H -1.054 2.565 0.349  C7 1.087
11 H 0.350 -2.243 0.638  C3 1.082
12 H 2.596 -1.255 1.470  C4 1.094
13 H 0.652 0.241 -2.559  C8 1.085
14 H 1.553 1.361 0.906  C5 1.083
15 H -1.671 -1.351 -1.452  C2 1.081
16 H -2.165 1.163 0.368  C7 1.095
17 H -0.480 1.656 -2.777  C8 1.085
18 H -1.555 -2.932 -0.492  C2 1.085
19 H 2.538 0.044 2.655  C4 1.088
20 H -2.110 2.054 -1.042  C7 1.093

Atomic partial charges in e from the Mulliken method, atoms 1 to 6:
1. C 0.08
2. C -0.89
3. C -0.26
4. C -1.36
5. C -0.11
6. C 0.70